Entry 1:
C16H16N2O3 | wB97M-V/def2-TZVPD

Computed properties:
Multiplicity = 1
ΔE to the lowest compared entry with this formula, charge and spin = 2.0519 eV
E_tot = -954.51797 hartree
Orbital gap = 8.6 eV

Geometry (Å):
C: -3.342 -3.227 6.880
C: -2.310 -2.226 6.396
O: -2.240 -2.307 4.971
C: -1.376 -1.447 4.387
O: -0.696 -0.651 4.970
N: -1.418 -1.643 3.032
N: -0.656 -0.927 2.195
C: -0.719 -1.142 0.944
C: 0.091 -0.390 0.013
C: 0.011 -0.646 -1.356
C: 0.775 0.067 -2.257
C: 1.636 1.062 -1.801
O: 2.468 1.769 -2.620
C: 2.113 2.040 -3.917
C: 0.809 2.342 -4.295
C: 0.537 2.673 -5.610
C: 1.554 2.713 -6.550
C: 2.854 2.428 -6.167
C: 3.137 2.091 -4.857
C: 1.734 1.315 -0.431
C: 0.971 0.600 0.462
H: -4.315 -2.998 6.453
H: -3.410 -3.184 7.963
H: -3.059 -4.232 6.581
H: -2.581 -1.203 6.680
H: -1.320 -2.443 6.812
H: -2.050 -2.363 2.675
H: -1.387 -1.906 0.523
H: -0.652 -1.418 -1.720
H: 0.717 -0.152 -3.314
H: 0.018 2.328 -3.559
H: -0.477 2.907 -5.899
H: 1.334 2.972 -7.574
H: 3.652 2.465 -6.892
H: 4.144 1.869 -4.541
H: 2.418 2.078 -0.096
H: 1.032 0.787 1.522

---

Entry 2:
C16H16N2O3S | wB97M-V/def2-TZVPD

Computed properties:
Multiplicity = 1
ΔE to the lowest compared entry with this formula, charge and spin = 17.2824 eV
E_tot = -1352.16126 hartree
Orbital gap = 7.5 eV

Geometry (Å):
C: 0.608 2.262 5.380
C: 0.894 1.093 4.666
C: 1.712 0.838 3.415
N: 1.052 0.179 2.504
C: 1.754 -0.758 1.859
O: 2.654 -1.300 2.394
C: 0.680 -1.410 1.006
N: 0.059 -0.638 0.140
C: -0.912 -1.060 -0.718
C: -1.808 -2.118 -0.713
C: -2.762 -2.574 -1.580
C: -2.813 -1.630 -2.665
C: -2.047 -0.210 -2.931
C: -1.248 -0.227 -1.806
C: -0.229 0.960 -1.907
C: -0.486 1.934 -2.749
C: -1.417 1.835 -3.910
C: -2.258 0.657 -3.806
H: -2.930 0.331 -4.763
H: -1.522 2.363 -4.594
H: 0.350 2.727 -2.888
S: 0.519 0.836 -0.161
O: 0.082 1.814 0.589
O: 1.893 0.765 -0.387
H: -3.486 -1.941 -3.561
H: -3.395 -3.310 -1.671
H: -1.686 -2.690 0.096
C: 1.689 -2.494 -0.110
H: 1.046 -2.843 -0.687
H: 2.242 -1.571 -0.625
H: 2.361 -3.109 0.469
H: 0.232 -2.263 1.349
H: 0.207 0.557 2.148
H: 2.053 2.051 3.119
H: 2.714 0.473 3.786
H: 0.518 -0.025 5.230
H: 0.270 2.291 6.194
H: 0.838 3.202 5.105

---

Entry 3:
C16H16N2O4 | wB97M-V/def2-TZVPD

Computed properties:
Multiplicity = 1
ΔE to the lowest compared entry with this formula, charge and spin = 4.0383 eV
E_tot = -1029.68786 hartree
Orbital gap = 8.9 eV

Geometry (Å):
C: -2.565 0.021 -5.244
O: -2.070 -0.661 -4.110
C: -1.786 -0.037 -2.959
C: -0.988 -0.788 -2.079
C: -0.520 -0.272 -0.896
C: -0.799 1.051 -0.542
C: -0.264 1.711 0.691
O: -0.038 2.903 0.736
N: -0.093 0.885 1.748
C: 0.567 1.308 2.960
C: 2.058 0.925 2.951
C: 2.213 -0.550 2.712
C: 2.075 -1.457 3.756
C: 2.154 -2.818 3.522
C: 2.367 -3.292 2.239
C: 2.507 -2.397 1.191
C: 2.431 -1.035 1.428
C: -1.580 1.808 -1.395
C: -2.116 1.270 -2.564
N: -3.073 2.105 -3.242
O: -4.111 1.580 -3.599
O: -2.817 3.282 -3.362
H: -2.384 -0.649 -6.083
H: -2.031 0.962 -5.408
H: -3.637 0.222 -5.159
H: -0.741 -1.793 -2.383
H: 0.105 -0.893 -0.270
H: -0.250 -0.104 1.640
H: 0.064 0.845 3.813
H: 0.464 2.394 3.019
H: 2.556 1.487 2.160
H: 2.495 1.207 3.910
H: 1.910 -1.091 4.760
H: 2.050 -3.512 4.344
H: 2.427 -4.354 2.056
H: 2.679 -2.760 0.188
H: 2.549 -0.338 0.610
H: -1.806 2.833 -1.139

---

Entry 4:
C16H16N4O3S2 | wB97M-V/def2-TZVPD

Computed properties:
Multiplicity = 1
ΔE to the lowest compared entry with this formula, charge and spin = 14.6127 eV
E_tot = -1859.95114 hartree
Orbital gap = 7.7 eV

Geometry (Å):
O: -1.112 -1.751 3.619
C: -0.634 -2.122 2.452
N: 0.581 -1.955 1.903
H: 0.858 -2.207 1.092
C: 1.674 -0.881 2.682
C: 1.298 0.332 1.954
C: 2.095 0.675 1.013
C: 2.082 1.671 0.000
C: 0.981 2.489 0.277
C: 0.041 2.316 1.296
C: 0.099 0.965 2.003
H: -0.433 0.724 2.850
H: -0.646 3.007 1.547
H: 0.694 3.434 -0.357
H: 2.799 1.938 -0.780
H: 2.925 -0.035 0.732
H: 2.523 -1.165 2.728
H: 1.086 -0.781 3.770
C: -1.507 -3.047 1.438
H: -1.021 -3.669 0.983
C: -2.229 -2.084 0.758
N: -1.669 -1.129 0.178
S: -0.676 -1.614 -1.225
O: -1.570 -2.381 -1.948
O: 0.804 -2.331 -0.926
C: -0.144 0.009 -2.089
C: 1.095 0.122 -2.659
C: 1.352 1.059 -3.600
C: 0.586 2.300 -3.305
C: -0.558 2.375 -2.630
N: -1.367 3.239 -2.556
S: -2.413 2.786 -1.505
N: -2.097 1.322 -1.299
C: -0.848 1.181 -1.854
H: 0.983 3.211 -3.891
H: 2.181 1.023 -4.182
H: 1.756 -0.937 -2.879
H: -1.210 -0.378 0.812
H: -3.062 -1.532 1.383
H: -2.988 -2.682 0.002
H: -2.307 -3.496 2.214

---

Entry 5:
C16H16O2S2 | wB97M-V/def2-TZVPD

Computed properties:
Multiplicity = 1
E_tot = -1566.09186 hartree
Orbital gap = 8.4 eV

Geometry (Å):
C: -1.122 -1.631 4.585
O: -0.888 -1.387 3.163
C: -0.343 -0.207 2.743
C: -0.065 0.873 3.611
C: 0.429 2.055 3.051
C: 0.694 2.191 1.702
C: 0.446 1.091 0.839
O: 0.782 1.290 -0.457
C: 0.891 0.292 -1.636
C: -0.559 0.010 -2.065
C: -1.019 -1.282 -2.118
C: -2.391 -1.495 -2.366
C: -3.239 -0.381 -2.449
C: -2.736 0.923 -2.412
C: -1.371 1.134 -2.250
S: 1.804 1.125 -3.014
C: 3.306 0.223 -2.815
C: 3.210 -1.017 -1.938
S: 1.700 -1.156 -1.018
C: -0.109 -0.073 1.350
H: -1.525 -2.646 4.620
H: -0.198 -1.594 5.184
H: -1.855 -0.940 5.017
H: -0.276 0.781 4.678
H: 0.658 2.876 3.729
H: 1.082 3.124 1.287
H: -0.348 -2.135 -2.026
H: -2.773 -2.512 -2.449
H: -4.319 -0.545 -2.491
H: -3.410 1.786 -2.431
H: -0.955 2.140 -2.228
H: 3.618 -0.058 -3.832
H: 4.014 0.969 -2.444
H: 3.235 -1.889 -2.574
H: 4.050 -1.046 -1.242
H: -0.418 -0.889 0.696

---

Entry 6:
C16H16O8P2W | wB97M-V/def2-TZVPD

Computed properties:
Multiplicity = 1
E_tot = -1970.57669 hartree
Total charge = +2
Orbital gap (alpha / beta) = 6.6 / 6.5 eV

Geometry (Å):
W: 10.740 9.347 8.325
O: 13.831 10.218 6.249
P: 13.730 9.198 7.369
O: 14.899 8.744 8.036
O: 12.524 9.757 8.304
O: 12.960 7.926 6.615
P: 11.385 7.561 6.524
O: 11.290 6.348 5.554
O: 10.890 7.226 8.007
O: 10.589 8.870 6.331
H: 14.717 10.386 5.902
H: 12.096 5.992 5.228
C: 8.288 9.072 10.455
O: 9.375 8.587 9.744
H: 7.455 9.237 9.815
H: 8.520 10.012 10.986
H: 7.992 8.299 11.186
H: 9.373 7.642 9.764
C: 9.939 11.192 8.405
C: 9.359 12.262 8.334
C: 8.512 13.368 8.361
C: 9.130 14.607 8.509
C: 8.375 15.802 8.713
C: 8.918 17.034 8.914
C: 10.317 17.136 8.804
C: 11.103 15.985 8.568
C: 10.526 14.748 8.419
C: 7.048 13.125 8.119
C: 6.629 12.325 7.029
C: 5.280 12.150 6.790
C: 4.286 12.711 7.592
C: 4.720 13.502 8.697
C: 6.096 13.706 8.947
H: 7.290 15.719 8.866
H: 8.360 17.959 9.067
H: 10.875 18.137 8.818
H: 12.234 16.098 8.480
H: 11.096 13.827 8.310
H: 7.392 11.951 6.346
H: 4.942 11.574 5.875
H: 3.254 12.676 7.505
H: 3.983 13.972 9.359
H: 6.334 14.328 9.768